{"formula": "C2H4BrI", "method": "wB97M-V/def2-TZVPD", "elements": ["C", "C", "Br", "I", "H", "H", "H", "H"], "positions_angstrom": [[-1.005, -0.342, -0.406], [0.727, 0.248, 0.506], [1.157, 2.042, -0.071], [2.245, -1.169, -0.022], [-1.691, -0.421, 0.397], [-1.195, 0.486, -1.099], [-0.551, -1.214, -0.822], [0.313, 0.371, 1.517]], "nbo_charge": [-0.51, -0.53, 0.04, 0.17, 0.20, 0.21, 0.21, 0.21], "e_homo_ev": -9.29, "e_above_lowest_kj_mol": 209.6, "total_charge": 0}

***

{"formula": "C2H4BrN", "method": "wB97M-V/def2-TZVPD", "elements": ["C", "C", "N", "Br", "H", "H", "H", "H"], "positions_angstrom": [[-0.383, -1.344, -0.134], [0.744, 0.818, 0.046], [0.561, -0.599, -0.146], [-2.698, 0.219, 0.285], [-0.548, -2.306, -0.415], [0.945, 1.163, -0.870], [1.622, 0.868, 0.708], [-0.244, 1.181, 0.524]], "nbo_charge": [0.40, -0.44, -0.30, -0.59, 0.21, 0.22, 0.22, 0.27], "e_homo_ev": [-9.02, -9.02], "e_above_lowest_kj_mol": 200.1, "total_charge": 0}

***

{"formula": "C2H4BrN3O", "method": "wB97M-V/def2-TZVPD", "elements": ["C", "C", "N", "N", "N", "O", "Br", "H", "H", "H", "H"], "positions_angstrom": [[-1.059, -0.125, -0.738], [-0.628, -0.701, 0.643], [0.381, 0.091, 1.338], [1.265, 0.614, 0.692], [1.811, 1.521, 0.174], [2.780, 2.011, -0.307], [0.359, -2.539, 0.287], [-0.830, 0.987, -0.751], [-2.163, -0.288, -0.861], [-0.454, -0.474, -1.665], [-1.460, -1.097, 1.187]], "nbo_charge": [-0.69, 0.00, -0.29, 0.16, 0.35, -0.34, -0.14, 0.22, 0.24, 0.25, 0.23], "e_homo_ev": [-9.21, -9.21], "e_above_lowest_kj_mol": 35.2, "total_charge": 0}

***

{"formula": "C2H4BrNO", "method": "wB97M-V/def2-TZVPD", "elements": ["C", "C", "N", "O", "Br", "H", "H", "H", "H"], "positions_angstrom": [[-1.161, 0.361, -0.315], [1.105, -0.509, 0.630], [-0.400, 0.932, -1.068], [-0.199, -0.544, 0.947], [-2.810, -0.018, 0.290], [1.463, 0.489, 0.547], [1.233, -0.988, -0.396], [1.577, -1.108, 1.325], [-0.809, 1.385, -1.959]], "mulliken_spin": [0.83, 0.00, -0.09, 0.88, 0.15, 0.06, 0.09, 0.02, 0.07], "spin_multiplicity": 3, "e_homo_ev": [-4.94, -10.37], "e_above_lowest_kj_mol": 230.8, "total_charge": 0, "s_squared": 2.010}